No. 1
This record from the Open Molecules 2025 dataset describes C33H48N2O3PtSe3Te2 as an isolated structure. The level of theory is the ωB97M-V functional and the def2-TZVPD basis.

Each line ends with the Mulliken charge.
Positions of all 92 atoms, in Å:
Pt  -1.93314  -0.98348  -1.66524  1.683
C  2.81937  4.90910  0.18576  -1.614
C  3.01136  4.12877  -1.12305  1.782
C  4.24913  3.24221  -0.97569  -2.010
C  3.25885  5.11425  -2.27417  -1.699
C  1.75780  3.31058  -1.41713  -0.816
C  1.74979  1.92865  -1.47624  -0.113
C  0.57271  1.26030  -1.76956  0.602
Se  0.64196  -0.65362  -1.65193  -0.003
C  0.69606  -0.79449  0.25825  -0.515
C  1.91392  -0.98318  0.87401  0.005
C  1.98649  -1.00993  2.26268  -0.527
C  0.77930  -0.91675  2.94604  0.041
C  -0.47223  -0.76608  2.34844  -0.690
C  -0.52539  -0.60673  0.94387  0.911
O  -1.60991  -0.23970  0.30160  -1.351
C  -1.70584  -0.72916  3.26264  2.127
C  -1.66408  -1.93734  4.21678  -1.802
C  -1.68637  0.56918  4.08259  -1.621
C  -3.04038  -0.80729  2.51503  -1.676
C  3.34306  -1.11806  2.95380  2.098
C  4.19926  0.09510  2.55517  -1.665
C  3.21624  -1.13082  4.47794  -2.170
C  4.05597  -2.40571  2.51872  -1.740
C  -0.65137  1.88966  -2.05705  0.393
O  -1.67510  1.18588  -2.50044  -0.375
C  -0.67197  3.29990  -1.88030  -0.327
C  0.53040  3.94179  -1.60847  -0.206
C  -1.92273  4.19128  -1.96373  2.048
C  -1.79171  5.14953  -3.15672  -1.707
C  -3.24090  3.43116  -2.11347  -1.668
C  -2.03046  5.00447  -0.66109  -1.730
H  3.71935  5.48170  0.42227  0.472
H  2.61868  4.22335  1.01106  0.305
H  1.98406  5.60712  0.11429  0.326
H  5.12437  3.86894  -0.79670  0.448
H  4.43148  2.65896  -1.88045  0.388
H  4.15115  2.55837  -0.12966  0.266
H  4.16066  5.70020  -2.08153  0.462
H  2.42578  5.80794  -2.39419  0.311
H  3.39039  4.57840  -3.21601  0.361
H  2.64317  1.35130  -1.27553  0.410
H  2.80336  -1.10091  0.26433  0.523
H  0.80569  -0.97259  4.02502  0.356
H  -0.80103  -1.91951  4.88139  0.326
H  -1.63654  -2.86830  3.64684  0.359
H  -2.56113  -1.94356  4.83964  0.478
H  -0.79005  0.63889  4.70143  0.314
H  -2.55971  0.61316  4.73826  0.446
H  -1.71054  1.43606  3.41960  0.296
H  -3.07522  -1.68176  1.86201  0.289
H  -3.21609  0.07347  1.90232  0.253
H  -3.84970  -0.89201  3.24483  0.442
H  3.69564  1.02372  2.83062  0.342
H  4.38209  0.11643  1.47941  0.341
H  5.16673  0.06284  3.06209  0.481
H  2.74053  -0.21997  4.84606  0.389
H  4.21147  -1.19212  4.92162  0.433
H  2.64120  -1.99111  4.82621  0.421
H  4.23138  -2.42261  1.44211  0.292
H  3.45824  -3.28118  2.77904  0.383
H  5.02402  -2.48851  3.01825  0.457
H  0.50434  5.02161  -1.52390  0.277
H  -1.68936  4.58771  -4.08716  0.341
H  -0.92241  5.80147  -3.05839  0.288
H  -2.68215  5.77862  -3.23009  0.463
H  -3.30785  2.94239  -3.08293  0.205
H  -4.06861  4.14059  -2.03240  0.464
H  -3.35697  2.67795  -1.33373  0.274
H  -1.16856  5.65188  -0.50122  0.329
H  -2.11407  4.33382  0.19608  0.336
H  -2.92142  5.63531  -0.69445  0.481
Se  -2.68513  -3.26980  -4.88714  -0.490
Te  -2.02884  -1.02733  -4.28439  -0.035
Te  -4.22838  -0.02317  -2.83177  -0.061
Se  -4.64222  -1.38662  -0.86238  -0.253
N  -1.67602  -3.08087  -1.11798  -0.330
C  -1.87501  -4.11942  -1.59889  0.310
N  -2.05181  -5.32014  -2.05434  0.212
C  -3.31977  -6.03445  -1.89943  -0.486
C  -3.00716  -7.43692  -1.40242  -0.573
O  -2.10102  -8.09118  -2.27029  -0.372
C  -0.86821  -7.39975  -2.36353  -0.559
C  -1.06918  -5.99409  -2.90634  -0.536
H  -3.81216  -6.08005  -2.87442  0.254
H  -3.95890  -5.49861  -1.20023  0.425
H  -3.91170  -8.04199  -1.37643  0.346
H  -2.58600  -7.38086  -0.39000  0.332
H  -0.23564  -7.97729  -3.03513  0.344
H  -0.39011  -7.34913  -1.37646  0.333
H  -1.45663  -6.02537  -3.92659  0.272
H  -0.13856  -5.43046  -2.90729  0.375

## Properties
* 2S+1: 1
* net charge: 0
* HOMO (spin up / spin down): -0.2534 / -0.2585 Eh
* energy relative to the best compared isomer or geometry (same formula, charge and spin): 75.07 kcal per mole

---

No. 2
This record from the Open Molecules 2025 dataset describes a 5-piece molecular cluster, C3H13NO4 overall. The level of theory is the ωB97M-V functional and the def2-TZVPD basis.

Each line ends with the Mulliken charge.
Positions of all 21 atoms, in Å:
C  0.36285  -0.66657  -2.41082  -0.734
N  -0.09274  -1.39366  -1.28476  -0.223
C  1.54959  1.14818  2.17950  -0.417
C  1.95464  -0.03561  1.53542  0.215
O  1.29611  -1.16540  1.51283  -0.539
H  1.01169  0.20569  -2.13385  0.241
H  -0.50875  -0.22362  -2.93978  0.307
H  0.96008  -1.41118  -2.97189  0.317
H  0.62015  -1.34174  -0.50748  0.222
H  1.95706  2.15351  2.10485  0.274
H  0.64638  1.21428  2.69319  0.317
H  2.97120  -0.01085  1.04066  0.315
H  -1.05763  -1.23560  -1.02520  0.381
H  -0.52798  -0.63920  1.33741  0.319
O  -1.53692  -0.60998  1.34165  -0.706
H  -0.53533  2.68874  -0.16416  0.251
H  -1.21654  1.41360  -0.93134  0.428
O  -0.37962  1.95985  -0.80445  -0.632
H  -2.93683  0.24061  -1.74016  0.104
H  -1.78617  -0.26475  0.40940  0.367
O  -2.14840  0.35179  -1.30039  -0.807

## Properties
* 2S+1: 1
* net charge: 0
* HOMO: -0.3201 Eh
* energy relative to the best compared isomer or geometry (same formula, charge and spin): 210.14 kcal per mole

---

No. 3
This record from the Open Molecules 2025 dataset describes C36H24N4O3PReS3 as an isolated structure. The level of theory is the ωB97M-V functional and the def2-TZVPD basis.

Each line ends with the Mulliken spin population.
Positions of all 72 atoms, in Å:
Re  -0.72573  1.24795  -0.16240  1.063
C  -3.39608  1.37986  3.22552  -0.006
C  -2.64825  0.85523  4.28352  -0.003
C  -1.38811  0.36684  4.02877  0.002
C  -0.88803  0.41835  2.72320  0.008
N  -1.61109  0.93839  1.70430  0.042
C  -2.85449  1.40433  1.96253  0.007
C  0.45079  0.00589  2.32152  0.011
C  1.34334  -0.66883  3.15323  -0.003
C  2.58788  -1.01751  2.67380  0.000
C  2.91710  -0.66940  1.36416  -0.005
C  1.99196  -0.00487  0.59402  -0.026
N  0.76369  0.32746  1.03963  -0.142
H  -4.38796  1.77602  3.38197  0.000
H  -3.04592  0.84359  5.28798  0.000
H  -0.78339  -0.03330  4.82804  -0.001
H  -3.39029  1.80527  1.11011  -0.008
H  1.05359  -0.92402  4.16092  0.000
H  3.28925  -1.54387  3.30095  0.000
H  3.88276  -0.90760  0.94323  0.000
H  2.21889  0.31446  -0.41557  0.011
S  1.59130  3.50074  -0.40272  0.009
C  1.99459  3.32317  1.30053  -0.004
C  3.13318  3.10412  2.04853  0.010
C  2.95112  2.91493  3.41724  -0.004
C  4.09611  2.61139  4.22006  0.002
N  5.02949  2.36369  4.83612  -0.001
C  1.67751  2.98029  4.01291  0.002
C  0.53790  3.24236  3.25394  -0.002
C  0.73540  3.37975  1.90210  0.024
S  -0.34694  3.52311  0.49463  -0.016
C  1.51380  2.70538  5.40700  -0.002
N  1.32247  2.45302  6.50863  0.001
H  4.11978  3.04761  1.61429  0.000
H  -0.43715  3.28607  3.71556  0.001
O  -2.49492  2.05573  -1.13182  0.019
S  -1.94821  2.07129  -2.52990  0.000
O  -2.38951  3.13472  -3.36037  0.001
O  -0.46308  1.98771  -2.30286  0.009
C  -2.48629  0.52221  -3.19553  0.007
C  -3.55601  0.55399  -4.07486  0.001
C  -4.05973  -0.63911  -4.57706  0.000
C  -3.48729  -1.84285  -4.20209  0.000
C  -2.42050  -1.86424  -3.31580  -0.001
C  -1.90924  -0.68386  -2.79072  -0.018
P  -0.47879  -0.68314  -1.65917  0.004
C  0.91591  -0.69773  -2.83320  0.000
C  0.74923  -0.17444  -4.11186  0.001
C  1.80911  -0.13120  -5.00137  0.001
C  3.05571  -0.60615  -4.62941  -0.001
C  3.23486  -1.14187  -3.36077  0.000
C  2.17276  -1.18827  -2.47130  0.001
C  -0.50926  -2.32688  -0.87200  -0.005
C  0.22502  -3.43267  -1.29246  0.000
C  0.14902  -4.62915  -0.59388  0.000
C  -0.66475  -4.73661  0.52071  0.000
C  -1.41667  -3.64680  0.93641  0.002
C  -1.33168  -2.44852  0.24919  0.010
H  -3.97509  1.50419  -4.36950  0.000
H  -4.89810  -0.62295  -5.25756  0.000
H  -3.86397  -2.77017  -4.60807  0.000
H  -1.98225  -2.81109  -3.02791  0.000
H  -0.21102  0.21018  -4.42785  0.000
H  1.65573  0.27633  -5.99010  0.000
H  3.88174  -0.56646  -5.32397  0.000
H  4.19863  -1.53148  -3.06462  0.000
H  2.32952  -1.64025  -1.49970  0.001
H  0.84037  -3.37706  -2.17810  0.000
H  0.72530  -5.47963  -0.92795  0.000
H  -0.72189  -5.67056  1.06036  0.000
H  -2.06241  -3.72983  1.79743  0.000
H  -1.91069  -1.59324  0.57941  -0.004

## Properties
* 2S+1: 2
* net charge: +1
* HOMO (spin up / spin down): -0.3890 / -0.3741 Eh
* energy relative to the best compared isomer or geometry (same formula, charge and spin): 33.14 kcal per mole
* <S²>: 0.759

---

In the order shown, the computed electronic energy values come out to -9481.06024; -477.52265; -3445.03081 Eh.
In the order shown, the computed strongest force on any atom values come out to 1.87; 3.82; 0.89 eV/Å.